A 11-piece molecular cluster, C42H69Br2N5O5 overall, computed with ωB97M-V with the def2-TZVPD basis set.

Structure (XYZ):
```
123
Properties=species:S:1:pos:R:3:mulliken_charge:R:1
Br -1.752 31.402 0.593 -0.137
Br 0.624 31.882 -2.191 -0.144
O -0.174 34.199 11.056 -0.407
O -1.625 19.370 6.529 -0.425
O 8.315 31.573 9.769 -0.371
O 8.842 18.355 11.101 -0.421
O 3.904 36.490 4.733 -0.405
N 5.092 25.990 15.912 -0.026
N 8.397 28.704 -0.058 -0.040
N -5.837 24.839 13.066 -0.031
N 1.890 26.831 8.220 -0.023
N -6.444 26.352 4.878 -0.010
C 4.300 27.009 15.409 -0.462
C 5.242 27.909 15.013 -0.390
C 1.451 27.858 7.442 -0.422
C -5.634 25.157 14.353 -0.412
C -4.953 25.615 12.297 -0.589
C 0.856 33.981 12.058 -0.402
C 3.731 35.109 4.573 -0.434
C 9.695 31.781 9.724 -0.443
C 7.573 18.367 10.431 -0.366
C 8.170 20.474 11.474 -0.624
C 0.763 36.291 11.637 -0.447
C 10.337 30.818 8.781 -0.490
C 0.027 19.834 4.948 -0.502
C 6.619 27.439 15.227 -0.364
C 6.409 26.161 15.742 -0.411
C 4.536 34.521 3.377 -0.499
C 2.954 26.839 6.217 -0.321
C -5.196 26.038 4.469 -0.440
C -2.005 18.560 5.386 -0.374
C 4.953 35.809 2.676 -0.402
C 7.364 26.585 -0.125 -0.437
C -5.257 24.869 3.792 -0.353
C 4.204 36.957 3.314 -0.517
C -4.071 26.221 13.119 -0.300
C 8.423 27.391 0.370 -0.440
C -6.548 24.405 3.849 -0.337
C -4.471 25.909 14.431 -0.332
C 9.390 29.705 8.793 -0.644
C 2.874 26.202 7.477 -0.552
C -7.289 25.363 4.455 -0.562
C -0.621 20.340 6.236 -0.371
C 6.517 27.589 -0.720 -0.391
C 7.264 28.693 -0.855 -0.367
C -0.211 35.576 10.724 -0.445
C 7.006 19.676 10.948 -0.598
C 1.707 35.169 11.957 -0.414
C 8.060 30.430 8.992 -0.380
C -0.624 18.440 4.728 -0.527
C 9.206 19.465 11.922 -0.274
C 2.095 27.882 6.256 -0.389
C -1.320 31.228 -2.344 -0.634
C -1.713 30.353 -1.118 -0.611
H 3.711 26.676 5.464 0.377
H 1.193 32.970 11.830 0.261
H 4.716 37.907 3.164 0.325
H -0.680 18.155 3.677 0.334
H 6.958 29.608 -1.341 0.362
H -4.761 25.558 11.236 0.343
H 8.958 29.501 0.207 0.217
H 9.242 27.145 1.030 0.366
H 5.071 28.922 14.680 0.362
H 3.414 25.341 7.844 0.369
H 6.265 20.106 10.274 0.409
H 0.063 35.547 9.670 0.231
H 7.389 29.720 9.474 0.289
H -1.263 35.861 10.745 0.268
H 2.276 34.999 11.043 0.231
H -8.350 25.426 4.649 0.357
H 6.363 19.393 11.781 0.233
H 3.233 37.260 2.924 0.267
H 5.374 33.961 3.793 0.226
H 4.918 35.878 1.589 0.354
H 6.021 35.888 2.881 0.205
H 3.229 26.980 15.548 0.353
H 1.782 28.441 5.386 0.379
H -1.461 30.627 -3.242 0.380
H -6.853 23.452 3.443 0.373
H 7.793 21.230 12.162 0.368
H -1.907 32.144 -2.281 0.383
H 9.412 29.062 7.913 0.346
H 1.250 37.087 11.075 0.268
H 2.686 34.911 4.334 0.260
H -1.010 21.356 6.164 0.274
H -2.755 30.047 -1.200 0.378
H -6.432 24.079 12.768 0.230
H 9.085 19.176 12.967 0.275
H -2.760 19.081 4.796 0.235
H 1.086 19.670 5.148 0.291
H 5.615 27.458 -1.298 0.362
H 10.161 19.926 11.670 0.234
H -0.273 20.548 4.182 0.289
H 8.491 21.117 10.655 0.248
H 1.675 26.717 9.200 0.220
H 0.364 33.925 13.028 0.231
H 3.878 33.802 2.888 0.288
H 10.257 31.230 7.775 0.222
H -3.193 26.828 12.955 0.383
H 4.763 25.087 16.220 0.205
H -3.986 26.145 15.366 0.359
H 7.637 30.660 8.014 0.277
H 2.308 35.405 12.835 0.329
H 0.181 20.362 6.975 0.243
H 7.545 27.955 15.020 0.386
H 9.666 28.925 9.502 0.281
H -2.547 17.667 5.699 0.289
H -4.404 26.762 4.592 0.372
H 4.008 34.590 5.491 0.331
H -0.948 29.578 -1.075 0.384
H 6.809 17.600 10.563 0.269
H 7.112 25.551 0.061 0.369
H -6.716 27.258 5.233 0.221
H 0.050 17.740 5.223 0.242
H -6.171 24.657 15.145 0.348
H 0.205 36.678 12.490 0.295
H 9.953 32.815 9.496 0.296
H 11.375 30.602 9.032 0.347
H 10.129 31.473 10.675 0.269
H 7.210 25.500 16.040 0.347
H 0.693 28.564 7.749 0.363
H 7.818 18.322 9.370 0.248
H -4.396 24.364 3.380 0.379
```

## Properties
Structure (SMILES): c1cc[nH]c1.c1cc[nH]c1.c1cc[nH]c1.c1cc[nH]c1.c1cc[nH]c1.C1CCOC1.C1CCOC1.C1CCOC1.C1CCOC1.C1CCOC1.BrCCBr


C2H6N2O as an isolated structure, computed with ωB97M-V with the def2-TZVPD basis set.

Structure (XYZ):
```
11
Properties=species:S:1:pos:R:3:nbo_charge:R:1
O 2.545 0.185 0.004 -0.551
N 0.162 0.308 -0.257 -0.550
N -1.090 -0.475 -0.245 -0.558
C 1.466 -0.243 0.246 0.548
C -2.413 0.201 0.251 -0.434
H -3.438 -0.314 -0.556 0.225
H -0.901 -1.226 -1.117 0.404
H 1.328 -1.205 1.021 0.118
H -2.272 1.357 0.024 0.196
H -2.806 0.028 1.589 0.216
H -0.089 1.310 -0.461 0.385
```

## Properties
Relative energy (zero: lowest compared OMol25 entry of this formula, charge and spin) (eV): 6.048


A 5-piece molecular cluster, C6H12B2Cl6F8 overall, computed with ωB97M-V with the def2-TZVPD basis set.

Structure (XYZ):
```
34
Properties=species:S:1:pos:R:3:nbo_charge:R:1
Cl 12.513 13.490 17.310 -0.125
Cl 13.919 10.496 16.758 -0.115
Cl 20.987 9.979 14.304 -0.110
Cl 21.399 14.169 15.349 -0.043
Cl 13.884 12.105 11.999 -0.041
Cl 16.134 9.686 11.265 -0.095
F 16.445 16.432 14.553 -0.572
F 16.864 18.702 14.661 -0.597
F 17.645 12.229 15.071 -0.621
F 16.109 13.694 14.178 -0.568
F 15.847 17.791 12.788 -0.588
F 18.276 14.337 14.397 -0.562
F 18.069 17.385 13.237 -0.589
F 16.978 14.056 16.305 -0.581
C 15.654 10.220 12.884 -0.393
C 21.174 12.689 14.397 -0.395
C 21.106 11.475 15.305 -0.361
C 14.832 11.997 17.079 -0.383
C 14.086 13.202 16.487 -0.374
C 14.200 10.665 12.946 -0.404
B 16.787 17.571 13.807 1.348
B 17.232 13.628 14.986 1.348
H 15.842 9.388 13.558 0.215
H 16.313 11.053 13.128 0.274
H 20.310 12.813 13.747 0.264
H 14.846 12.158 18.156 0.203
H 15.837 11.901 16.678 0.279
H 20.181 11.443 15.874 0.249
H 21.975 11.412 15.953 0.201
H 14.564 14.172 16.555 0.278
H 13.488 9.929 12.574 0.200
H 13.905 10.896 13.965 0.236
H 13.978 12.942 15.435 0.231
H 22.032 12.623 13.729 0.194
```

## Properties
Total charge: -2


Sequential highest occupied orbital energy output: -8.00, -8.58, -4.67 eV
Sequential frontier orbital gap output: 8.34, 9.30, 8.96 eV
Sequential E output: -202436.802, -7193.740, -104660.019 eV